# 1
Entry from the Open Molecules 2025 dataset: an isolated molecule of C5H12N2O in a non-equilibrium geometry (ωB97M-V/def2-TZVPD).

Geometry (Å):
O1 -0.121 3.441 0.273
N1 0.954 1.512 0.377
N2 0.261 -1.573 -0.004
C1 -0.516 -0.364 -0.319
C2 -0.224 0.003 -1.794
C3 -0.272 0.764 0.672
C4 0.942 2.858 0.138
C5 -0.288 -2.306 1.159
H1 1.729 0.892 0.560
H2 -1.100 -2.902 0.792
H3 -0.195 0.186 1.628
H4 0.735 -0.277 -2.221
H5 -1.091 1.446 0.825
H6 0.125 -2.183 -0.800
H7 -0.865 -0.611 -2.404
H8 0.374 -3.043 1.636
H9 -1.622 -0.574 -0.346
H10 1.862 3.351 -0.139
H11 -0.406 -1.673 2.044
H12 -0.280 1.052 -2.075

- energy above the lowest of the compared OMol25 structures with the same formula, charge and spin (kJ/mol) = 188.3
- E_HOMO (eV) = -9.21
- gap between HOMO and LUMO (Ha) = 0.373
- structure (SMILES) = CN[C@H](C)CNC=O

natural (NBO) population analysis, charges in e, atoms 1 to 8: atom 1 (O): -0.6203, atom 2 (N): -0.6302, atom 3 (N): -0.6266, atom 4 (C): -0.0587, atom 5 (C): -0.6312, atom 6 (C): -0.2442, atom 7 (C): 0.5171, atom 8 (C): -0.4374


# 2
Entry from the Open Molecules 2025 dataset: an isolated molecule of C3H3FN2OS in a non-equilibrium geometry (ωB97M-V/def2-TZVPD).

Geometry (Å):
S1 3.291 0.206 -0.040
F1 0.708 2.098 0.051
O1 1.246 -1.405 0.032
N1 -1.814 0.405 -0.005
N2 -0.182 -1.347 -0.082
C1 -0.514 0.025 0.026
C2 1.706 -0.144 -0.016
C3 0.601 0.757 0.068
H1 -2.531 -0.171 -0.434
H2 -0.594 -1.850 0.676
H3 -1.916 1.425 -0.276

- energy above the lowest of the compared OMol25 structures with the same formula, charge and spin (kJ/mol) = 190.5
- E_HOMO (eV) = -8.41
- gap between HOMO and LUMO (Ha) = 0.319
- structure (SMILES) = Nc1[nH]oc(=S)c1F

natural (NBO) population analysis, charges in e, atoms 1 to 8: atom 1 (S): -0.1085, atom 2 (F): -0.2908, atom 3 (O): -0.3047, atom 4 (N): -0.8013, atom 5 (N): -0.2831, atom 6 (C): 0.2961, atom 7 (C): 0.1249, atom 8 (C): 0.1733


# 3
Entry from the Open Molecules 2025 dataset: an isolated molecule of C5H11N3S in a non-equilibrium geometry (ωB97M-V/def2-TZVPD).

Geometry (Å):
S1 -0.193 -1.927 0.018
N1 0.928 -0.760 -0.674
N2 -0.777 -1.043 1.209
N3 -0.867 1.259 -1.235
C1 0.841 0.531 0.341
C2 -1.721 2.295 -1.760
C3 -0.060 1.611 -0.360
C4 0.187 -0.079 1.622
C5 1.002 -3.077 0.632
H1 -2.801 2.099 -1.882
H2 1.616 -2.482 1.309
H3 -1.352 2.598 -2.705
H4 0.864 -0.486 2.441
H5 1.573 -3.583 -0.135
H6 1.905 0.715 0.393
H7 -0.426 0.725 1.996
H8 0.583 -3.877 1.165
H9 -1.850 3.214 -1.086
H10 0.106 2.591 0.133
H11 0.442 -0.322 -1.421

- energy above the lowest of the compared OMol25 structures with the same formula, charge and spin (kJ/mol) = 293.4
- E_HOMO (eV) = -8.01
- gap between HOMO and LUMO (Ha) = 0.330

natural (NBO) population analysis, charges in e, atoms 1 to 8: atom 1 (S): 1.2086, atom 2 (N): -0.8061, atom 3 (N): -0.8916, atom 4 (N): -0.4158, atom 5 (C): -0.1282, atom 6 (C): -0.4386, atom 7 (C): 0.1242, atom 8 (C): -0.2687


# 4
Entry from the Open Molecules 2025 dataset: a cluster of 13 separate species, C30H82F3O20 in total in a non-equilibrium geometry (ωB97M-V/def2-TZVPD).

Geometry (Å):
F1 -0.221 0.347 1.585
F2 0.968 -1.209 0.524
F3 0.046 -1.647 2.402
O1 -1.852 5.187 3.325
O2 0.844 -1.960 -5.683
O3 -1.788 -2.774 0.694
O4 -3.630 0.974 2.001
O5 6.928 -3.923 2.516
O6 -2.226 -3.005 3.639
O7 3.952 -4.065 2.808
O8 3.971 0.906 2.443
O9 -4.538 1.842 -0.691
O10 -0.756 -5.217 2.721
O11 -4.760 -2.729 0.493
O12 0.684 3.306 -6.979
O13 -0.148 3.239 4.776
O14 -1.453 -1.126 -0.771
O15 -1.873 -2.543 -4.689
O16 1.030 -4.232 -0.192
O17 -1.437 -3.454 -2.149
O18 0.766 0.770 6.227
O19 -1.643 1.430 -7.077
O20 5.693 2.920 1.650
C1 0.597 4.377 -7.850
C2 6.102 2.117 2.767
C3 -1.154 -3.337 -5.648
C4 6.040 -2.934 2.068
C5 -4.536 2.395 -2.015
C6 -1.619 2.687 -6.385
C7 -5.504 -1.573 0.539
C8 -3.318 -2.583 -4.769
C9 -4.757 1.850 1.767
C10 0.105 -0.394 5.744
C11 -0.271 3.314 -5.916
C12 6.792 -4.450 3.829
C13 4.768 1.687 3.414
C14 0.344 -3.263 -5.370
C15 -1.421 0.299 -1.162
C16 2.162 -1.791 -5.214
C17 -1.196 2.908 3.856
C18 -1.898 0.293 -2.648
C19 -1.564 0.272 -6.195
C20 2.875 0.174 3.098
C21 -0.157 -0.974 1.265
C22 -1.481 3.952 2.716
C23 1.084 3.632 4.158
C24 -4.617 2.711 0.459
C25 2.526 -4.355 2.647
C26 6.737 3.051 0.700
C27 4.683 -3.480 1.687
C28 -3.533 0.502 3.353
C29 -1.482 -1.409 0.556
C30 -1.886 6.212 2.383
H1 -1.614 -2.726 -1.553
H2 -2.180 -2.636 2.757
H3 -3.336 1.241 4.130
H4 0.446 -3.438 -4.299
H5 -3.836 -2.480 0.559
H6 -0.852 1.983 3.394
H7 -2.670 5.982 1.662
H8 6.688 -3.627 4.535
H9 2.270 -5.020 1.823
H10 1.034 4.591 3.643
H11 2.050 -3.392 2.459
H12 -3.679 -3.586 -4.541
H13 1.474 2.914 3.436
H14 -2.311 2.731 -5.543
H15 -0.652 4.063 2.018
H16 -4.482 -0.010 3.509
H17 1.930 3.712 4.841
H18 4.031 -2.665 1.373
H19 -2.057 2.727 4.499
H20 -2.384 3.619 2.203
H21 7.169 2.137 0.292
H22 0.697 -0.832 4.940
H23 5.935 -5.122 3.790
H24 -2.758 -0.251 3.493
H25 5.971 -2.142 2.813
H26 -5.026 -0.865 -0.138
H27 0.009 -1.027 6.626
H28 -2.112 0.912 -0.582
H29 6.348 3.494 -0.217
H30 2.901 -2.401 -5.735
H31 -4.818 2.572 2.582
H32 -1.642 1.290 -3.006
H33 2.399 0.767 3.878
H34 -1.053 -4.381 3.080
H35 -1.250 -0.329 -3.266
H36 -2.933 -0.013 -2.799
H37 -3.678 3.038 -2.216
H38 -2.273 -0.887 1.094
H39 2.023 -4.693 3.554
H40 6.589 1.177 2.505
H41 7.533 3.740 0.983
H42 4.260 2.574 3.794
H43 -2.155 7.134 2.897
H44 2.272 -2.141 -4.188
H45 5.040 1.016 4.229
H46 -3.692 3.283 0.535
H47 -3.641 -2.235 -5.750
H48 6.753 2.746 3.374
H49 -3.804 -1.932 -4.042
H50 7.693 -4.994 4.115
H51 -1.678 -0.652 -6.762
H52 -0.640 0.334 -5.619
H53 -5.374 3.063 -2.213
H54 0.069 2.699 -5.084
H55 -0.942 6.259 1.840
H56 -1.365 -2.915 -6.630
H57 1.770 -4.474 -0.749
H58 -5.492 3.349 0.337
H59 0.623 1.375 5.495
H60 4.709 -4.233 0.900
H61 1.125 5.249 -7.464
H62 0.894 -3.979 -5.981
H63 -0.930 -0.191 5.469
H64 -2.386 0.350 -5.483
H65 -1.512 -3.071 -3.023
H66 -0.405 4.686 -8.148
H67 -6.564 -1.736 0.341
H68 -4.558 1.537 -2.687
H69 -5.706 1.316 1.814
H70 -2.066 3.351 -7.125
H71 -0.331 4.269 -5.394
H72 1.108 4.152 -8.786
H73 2.457 -0.743 -5.155
H74 -1.627 -4.315 -5.562
H75 -5.452 -1.254 1.580
H76 -3.137 -3.282 3.736
H77 6.591 -2.523 1.222
H78 1.005 -3.276 -0.228
H79 -0.713 -5.802 3.478
H80 -0.453 0.795 -1.091
H81 3.288 -0.702 3.597
H82 2.090 -0.182 2.431

- E_HOMO (eV) = -4.61
- gap between HOMO and LUMO (Ha) = 0.244
- charge = -1

Löwdin population analysis, charges in e, atoms 1 to 8: atom 1 (F): 0.0998, atom 2 (F): 0.1102, atom 3 (F): 0.1282, atom 4 (O): -0.1863, atom 5 (O): -0.1878, atom 6 (O): -0.1887, atom 7 (O): -0.2109, atom 8 (O): -0.2037